Version one
Molecular formula: C9H13NO2
Method: DFT, ωB97M-V with the def2-TZVPD basis set

Each atom is followed by the atoms it is bonded to, with distances in Å.
CARTESIAN COORDINATES (ANGSTROEM)
1 C 3.0918 -1.0094 0.0316  C2 1.446, C3 1.315, H13 1.125
2 C 2.1151 -1.5014 -0.9141  C1 1.446, C4 1.385, H14 1.097
3 C 2.8630 -0.1178 0.9702  C1 1.315, C5 1.553, H15 1.118
4 C 0.8135 -1.0274 -0.8904  C2 1.385, C6 1.386, H16 1.084
5 C 1.5252 0.6492 0.7833  C3 1.553, C6 1.502, O11 1.602, H17 1.070
6 C 0.4400 -0.1325 0.1003  C4 1.386, C5 1.502, N10 1.247
7 C -2.8603 1.2766 -0.2039  C9 1.560, H18 1.066, H19 1.107, H20 1.079
8 C -2.4735 -1.0559 0.7926  C9 1.575, H21 1.054, H22 1.150, H23 1.117
9 C -1.9163 0.0349 -0.1971  C7 1.560, C8 1.575, N10 1.437, H24 1.146
10 N -0.6608 0.3567 0.4239  C6 1.247, C9 1.437
11 O 1.8423 1.8356 -0.2456  C5 1.602, O12 1.437, H25 1.043
12 O 0.7311 2.7265 -0.4334  O11 1.437
13 H 4.0711 -1.5599 -0.0342  C1 1.125
14 H 2.3219 -2.1608 -1.7656  C2 1.097
15 H 3.7135 0.1435 1.6469  C3 1.118
16 H 0.1217 -1.3524 -1.6594  C4 1.084
17 H 1.0701 1.0574 1.6620  C5 1.070
18 H -3.2270 1.5518 0.7585  C7 1.066
19 H -2.2750 2.1486 -0.5544  C7 1.107
20 H -3.6943 1.0302 -0.8423  C7 1.079
21 H -1.8654 -1.8847 0.5589  C8 1.054
22 H -3.5834 -1.2615 0.5716  C8 1.150
23 H -2.3379 -0.6859 1.8381  C8 1.117
24 H -1.7823 -0.3598 -1.2651  C9 1.146
25 H 1.9559 1.2986 -1.1327  O11 1.043

HOMO energy: -8.39 eV
Spin multiplicity: 1
Total charge: 0
Kohn-Sham gap: 7.536 eV
LUMO: -0.8588 eV



Version two
Molecular formula: C9H13NO2
Method: DFT, ωB97M-V with the def2-TZVPD basis set

Each atom is followed by the atoms it is bonded to, with distances in Å.
CARTESIAN COORDINATES (ANGSTROEM)
1 C 3.0407 3.7195 -1.0179  C2 1.506, H7 1.093, H8 1.090, H9 1.091
2 C 2.0494 2.7259 -0.4733  C1 1.506, O3 1.214, N4 1.365
3 O 2.3167 1.5891 -0.1432  C2 1.214
4 N 0.7791 3.2167 -0.3807  C2 1.365, H5 1.013, H6 1.004
5 H 0.0060 2.6585 -0.0394  N4 1.013
6 H 0.6401 4.2023 -0.5142  N4 1.004
7 H 2.9520 4.6738 -0.4917  C1 1.093
8 H 2.9321 3.9143 -2.0845  C1 1.090
9 H 4.0478 3.3245 -0.8803  C1 1.091
10 C -0.6422 -4.0401 1.3884  C16 1.505, H23 1.096, H24 1.087, H25 1.102
11 C -1.5057 -0.2485 -0.3170  C12 1.382, C13 1.385, O17 1.391
12 C -2.4577 -1.2459 -0.4087  C11 1.382, C14 1.400, H19 1.082
13 C -0.1870 -0.5628 -0.0314  C11 1.385, C15 1.389, H20 1.080
14 C -2.1191 -2.5331 0.0251  C12 1.400, C16 1.392, H21 1.084
15 C 0.1168 -1.8297 0.4499  C13 1.389, C16 1.385, H22 1.078
16 C -0.8653 -2.7987 0.5678  C10 1.505, C14 1.392, C15 1.385
17 O -1.8399 1.0976 -0.2174  C11 1.391, H18 0.962
18 H -2.6491 1.2737 -0.7075  O17 0.962
19 H -3.5055 -1.0650 -0.6093  C12 1.082
20 H 0.5307 0.2418 -0.1012  C13 1.080
21 H -2.9580 -3.1654 0.2944  C14 1.084
22 H 1.1097 -1.9352 0.8570  C15 1.078
23 H -1.5295 -4.5896 1.7217  C10 1.096
24 H -0.1023 -3.7726 2.2935  C10 1.087
25 H -0.1599 -4.8511 0.8199  C10 1.102

HOMO energy: -8.30 eV
Spin multiplicity: 1
SMILES: Cc1ccc(O)cc1.CC(N)=O
Total charge: 0
Kohn-Sham gap: 9.026 eV
LUMO: 0.7307 eV



According to the calculations, the structures order from most to least stable as version two, version one.